Entry from OMol25: a structure of composition C45H90F15O33S2V2 in a non-equilibrium geometry (ωB97M-V with the def2-TZVPD basis set).

Each line ends with the Löwdin charge.
Positions of all 187 atoms, in Å:
O1 7.01159 -17.93871 15.28515  -0.350
V1 5.90914 -17.70318 14.10966  0.917
O2 6.37297 -16.36782 13.38653  -0.315
O3 10.01425 -20.89418 16.03245  -0.284
V2 10.82594 -21.04753 14.62196  0.959
O4 10.76115 -22.58517 14.13251  -0.293
C1 7.62704 -21.40442 11.43673  -0.591
F1 6.87829 -21.96059 12.40800  0.136
F2 8.64195 -22.19083 10.95651  0.108
F3 6.82660 -21.21648 10.39185  0.135
S1 8.38919 -19.86843 12.18745  0.677
O5 7.25845 -19.05280 12.74627  -0.317
O6 9.41593 -20.30787 13.18843  -0.349
O7 9.08382 -19.15950 11.08295  -0.298
S2 2.97718 -16.59892 15.29596  0.142
O8 2.06318 -17.47374 14.55158  -0.404
O9 2.68044 -15.21111 14.98244  -0.401
O10 2.62954 -16.68948 16.73599  -0.426
O11 4.33225 -16.89551 15.05025  -0.391
C2 10.83558 -26.86382 13.34338  -0.059
O12 12.21683 -26.90413 12.88834  -0.185
C3 13.19652 -27.10818 13.82190  -0.231
C4 14.45391 -27.62137 13.10519  -0.187
O13 15.32109 -27.97464 14.15076  -0.180
C5 16.37409 -28.76803 13.75318  -0.138
H1 10.18502 -27.55109 12.80252  0.071
H2 10.45746 -25.84422 13.26884  0.089
H3 10.67747 -27.36284 14.29946  0.084
H4 12.89650 -27.84584 14.56617  0.124
H5 13.37091 -26.20016 14.39913  0.113
H6 14.93127 -26.87107 12.47489  0.124
H7 14.21716 -28.43292 12.41712  0.124
H8 16.09556 -29.78554 13.47897  0.086
H9 17.07988 -28.89967 14.57333  0.089
H10 16.86173 -28.36621 12.86501  0.087
C6 12.43655 -21.31849 12.18187  -0.036
O14 12.29358 -20.40016 13.28835  -0.285
C7 12.18950 -19.05138 12.87224  -0.173
C8 11.92663 -18.01654 13.98569  -0.139
O15 11.02809 -18.65506 14.90559  -0.246
C9 10.38621 -17.70643 15.74329  -0.068
H11 12.89907 -22.20605 12.61363  0.103
H12 13.09172 -20.97781 11.38013  0.100
H13 11.49698 -21.53507 11.67355  0.098
H14 11.35756 -18.89676 12.18518  0.102
H15 13.01772 -18.65145 12.28725  0.140
H16 11.43604 -17.22872 13.41406  0.114
H17 12.77632 -17.55812 14.49163  0.131
H18 11.14388 -17.15619 16.30120  0.092
H19 9.64080 -18.09333 16.43812  0.094
H20 9.75880 -16.95000 15.27183  0.099
C10 6.56495 -15.94597 7.02403  -0.117
O16 7.50554 -16.98526 7.18987  -0.156
C11 7.50129 -17.39791 8.52696  -0.218
C12 6.68330 -18.64819 8.74684  -0.200
O17 5.38395 -18.54537 8.18206  -0.178
C13 4.59518 -19.72442 8.32102  -0.077
H21 5.61948 -16.13749 7.53147  0.084
H22 6.40863 -15.76830 5.96003  0.086
H23 6.91844 -14.98273 7.39188  0.082
H24 7.39712 -16.58735 9.24824  0.137
H25 8.51180 -17.74838 8.73705  0.098
H26 6.58365 -18.75914 9.82659  0.103
H27 7.27869 -19.47965 8.36963  0.127
H28 5.05790 -20.59159 7.84985  0.079
H29 3.60311 -19.62459 7.88064  0.058
H30 4.42775 -19.96088 9.37180  0.075
C14 3.95119 -17.24115 11.21796  -0.017
O18 4.27136 -18.06693 12.39135  -0.251
C15 4.07427 -19.48404 12.31016  -0.154
C16 4.07896 -20.25884 13.65168  -0.164
O19 5.02158 -19.78849 14.59173  -0.258
C17 4.88687 -20.54423 15.77373  -0.051
H31 4.46713 -17.39851 10.27078  0.073
H32 4.11114 -16.20612 11.51999  0.101
H33 2.88955 -17.16829 10.98192  0.082
H34 4.77928 -19.82944 11.55402  0.091
H35 3.04380 -19.54188 11.95960  0.130
H36 4.41491 -21.26266 13.39170  0.122
H37 3.04832 -20.17480 13.99638  0.136
H38 3.99865 -21.16443 15.65326  0.086
H39 4.94562 -19.94239 16.68061  0.111
H40 5.75779 -21.18916 15.89052  0.092
C18 14.02317 -20.43720 15.77735  -0.062
O20 12.75398 -21.05114 15.96352  -0.227
C19 12.73535 -21.72955 17.21891  -0.174
C20 13.69514 -22.87561 17.54054  -0.189
O21 13.22728 -24.07812 16.87126  -0.170
C21 14.03093 -25.26162 17.09319  -0.088
H41 14.25154 -19.75855 16.59917  0.108
H42 14.12553 -19.82956 14.87824  0.086
H43 14.82193 -21.15932 15.60819  0.099
H44 11.72078 -22.10383 17.35552  0.123
H45 12.69939 -21.07929 18.09296  0.136
H46 13.70191 -23.03179 18.61927  0.119
H47 14.75617 -22.63960 17.62189  0.118
H48 13.94788 -25.53479 18.14514  0.078
H49 15.09795 -25.23898 16.87171  0.092
H50 13.45569 -26.07061 16.64292  0.075
C22 1.18530 -26.38504 13.30873  -0.110
O22 2.32287 -26.82950 13.93707  -0.197
C23 3.48435 -26.70441 13.14005  -0.213
C24 3.96372 -25.28012 12.90271  -0.217
O23 3.43399 -24.30582 13.80613  -0.174
C25 4.04107 -24.48354 15.09142  -0.082
H51 1.12640 -27.04517 12.44335  0.088
H52 1.34579 -25.33455 13.06624  0.083
H53 0.33333 -26.59491 13.95542  0.098
H54 3.30643 -27.17984 12.17547  0.115
H55 4.24991 -27.29341 13.64513  0.120
H56 3.61353 -25.09679 11.88691  0.107
H57 5.02514 -25.26178 12.65543  0.121
H58 3.66543 -23.72679 15.78014  0.086
H59 5.11051 -24.31804 14.96104  0.088
H60 3.83712 -25.45609 15.53935  0.086
C26 11.70920 -18.48954 9.29943  -0.082
O24 12.17225 -17.35451 10.03423  -0.194
C27 11.82042 -16.08617 9.42494  -0.171
C28 11.30898 -15.24735 10.54940  -0.203
O25 12.44997 -14.78429 11.28359  -0.181
C29 12.11028 -14.38719 12.59622  -0.118
H61 12.03909 -19.42282 9.75578  0.077
H62 12.16216 -18.34741 8.31824  0.073
H63 10.61935 -18.49131 9.28133  0.063
H64 10.94571 -16.08168 8.77458  0.121
H65 12.61997 -15.63306 8.83885  0.131
H66 10.54728 -15.69896 11.18497  0.132
H67 10.83527 -14.32159 10.22280  0.125
H68 11.46160 -13.51580 12.50681  0.091
H69 13.02347 -14.08227 13.10730  0.085
H70 11.68336 -15.10092 13.30079  0.066
C30 10.28388 -27.89127 8.39793  -0.051
C31 11.03139 -27.16676 9.54694  -0.160
O26 12.38436 -26.86161 9.13855  0.041
C32 13.36690 -27.72916 9.19395  -0.380
O27 13.24052 -28.87674 9.61444  0.130
C33 14.70002 -27.27650 8.64119  -0.599
F4 14.65976 -26.03651 8.14422  0.162
F5 15.58094 -27.20653 9.68047  0.141
F6 15.06522 -28.02226 7.68277  0.247
H71 10.63891 -28.81394 7.93887  0.080
H72 10.16689 -27.18568 7.57540  0.069
H73 9.24625 -27.97325 8.72153  0.075
H74 11.00564 -27.74575 10.47009  0.105
H75 10.51993 -26.23666 9.79476  0.128
C34 2.39956 -21.83726 5.58674  -0.038
C35 2.39528 -23.32605 6.00998  -0.235
O28 3.22216 -23.59786 7.05612  0.011
C36 4.57089 -23.69038 6.84957  -0.276
O29 5.12939 -23.58032 5.72107  0.112
C37 5.33829 -23.81561 8.14025  -0.518
F7 4.66842 -23.37742 9.16901  0.178
F8 5.58035 -25.17204 8.37160  0.120
F9 6.44795 -23.05444 8.22522  0.153
H76 3.30170 -21.71832 4.98666  0.076
H77 2.43035 -21.10489 6.39346  0.059
H78 1.45072 -21.52361 5.15149  0.081
H79 2.63982 -23.92103 5.13004  0.131
H80 1.38847 -23.46600 6.40347  0.122
C38 8.91779 -22.62957 4.87549  -0.057
C39 9.98621 -22.48862 5.92734  -0.212
O30 10.90311 -21.42996 5.62244  0.036
C40 11.93960 -21.11148 6.39147  -0.328
O31 12.12853 -21.74677 7.44724  0.111
C41 12.95380 -20.08955 5.82831  -0.507
F10 13.47197 -19.27310 6.76994  0.142
F11 13.91422 -20.87962 5.29718  0.156
F12 12.54722 -19.24437 4.87268  0.165
H81 9.44260 -22.52671 3.92571  0.077
H82 8.20883 -21.80822 4.77130  0.083
H83 8.41934 -23.59724 4.93280  0.084
H84 10.56271 -23.40083 6.08103  0.126
H85 9.53547 -22.43650 6.91841  0.122
C42 0.93200 -18.25623 8.28603  -0.028
C43 -0.02572 -19.45273 8.61883  -0.193
O32 0.72314 -20.57361 9.05747  -0.016
C44 0.04930 -21.70860 9.41133  -0.322
O33 -1.15070 -21.75173 9.29106  0.143
C45 0.89378 -22.98776 9.80742  -0.517
F13 0.72851 -23.33744 11.10445  0.157
F14 0.42046 -23.99831 9.09675  0.180
F15 2.17893 -22.66767 9.60210  0.153
H86 0.29098 -17.50456 7.82539  0.075
H87 1.85612 -18.34835 7.71541  0.059
H88 1.23287 -17.81634 9.23686  0.065
H89 -0.65760 -19.78935 7.79694  0.117
H90 -0.74938 -19.26068 9.41101  0.131

total charge = -1
Kohn-Sham gap = 0.130 Eh

***

Entry from OMol25: a cluster of 15 separate species, C45H90O45 in total in a non-equilibrium geometry (ωB97M-V with the def2-TZVPD basis set).

Each line ends with the Löwdin charge.
Positions of all 180 atoms, in Å:
C1 0.72489 10.54178 6.15211  -0.036
O1 0.66173 9.84661 4.85023  -0.062
C2 1.11446 8.48733 4.78376  -0.463
O2 1.52080 7.78833 5.73516  0.078
O3 0.89426 8.09607 3.49612  -0.037
C3 1.16307 6.75119 3.03998  -0.021
H1 0.40869 9.89612 6.97140  0.083
H2 0.39354 11.57413 6.26423  0.091
H3 1.80039 10.51409 6.32710  0.082
H4 1.13016 6.75625 1.95049  0.091
H5 0.33673 6.11611 3.35922  0.097
H6 2.15428 6.46178 3.38906  0.096
C4 -2.75839 5.31066 9.13690  -0.101
O4 -2.79161 4.10692 9.77165  -0.009
C5 -2.71558 2.88749 9.15327  -0.531
O5 -2.79067 2.65346 7.98250  0.151
O6 -2.28997 2.08405 10.16131  -0.021
C6 -1.81623 0.80278 9.89239  -0.066
H7 -3.69805 5.84390 8.99263  0.092
H8 -2.27517 5.16947 8.17013  0.097
H9 -2.19980 6.11567 9.61444  0.092
H10 -1.24812 0.67679 10.81405  0.098
H11 -1.13101 0.70187 9.05072  0.100
H12 -2.63160 0.07975 9.87013  0.098
C7 7.08755 2.84132 3.85217  -0.026
O7 6.42077 1.70043 4.38732  0.002
C8 5.40302 1.10549 3.82111  -0.633
O8 5.04532 1.38880 2.64994  0.063
O9 4.96373 0.18016 4.56271  0.053
C9 4.02293 -0.69742 4.07147  -0.048
H13 7.53442 2.78402 2.85964  0.095
H14 7.85177 2.95186 4.62149  0.095
H15 6.40042 3.68331 3.93581  0.098
H16 4.45406 -1.67873 4.26961  0.100
H17 3.81839 -0.60566 3.00477  0.099
H18 3.05596 -0.62403 4.56916  0.100
C10 1.63131 -8.01193 3.40418  -0.046
O10 1.11645 -7.97681 2.10566  -0.002
C11 0.52942 -6.90062 1.63094  -0.534
O11 0.57082 -5.77529 2.16926  0.084
O12 -0.06359 -7.18349 0.42666  -0.003
C12 -0.89853 -6.22785 -0.13035  -0.088
H19 0.74259 -7.88515 4.02241  0.104
H20 2.45155 -7.33643 3.64707  0.101
H21 1.98841 -9.03742 3.49874  0.098
H22 -1.55285 -5.68573 0.55232  0.094
H23 -1.50694 -6.70399 -0.89927  0.099
H24 -0.37028 -5.36394 -0.53372  0.093
C13 0.06305 -5.26252 -7.76917  -0.012
O13 -0.19559 -3.97009 -8.40081  0.010
C14 -0.00135 -3.78693 -9.68951  -0.582
O14 0.35113 -4.61863 -10.54826  0.086
O15 -0.36014 -2.53791 -9.95099  -0.004
C15 -0.32635 -2.00366 -11.21757  -0.073
H25 0.84229 -5.92456 -8.14680  0.095
H26 -0.78740 -5.93592 -7.66264  0.090
H27 0.27180 -4.85973 -6.77808  0.092
H28 -0.69575 -0.97940 -11.16736  0.096
H29 -0.90840 -2.55958 -11.95261  0.101
H30 0.71324 -1.96086 -11.54242  0.100
C16 4.40128 3.76063 -8.59147  -0.052
O16 4.26163 4.43950 -7.35698  0.005
C17 4.84226 3.90994 -6.27851  -0.554
O17 5.46617 2.78012 -6.19572  0.036
O18 4.47222 4.64196 -5.28256  0.018
C18 4.77242 4.34935 -3.92034  -0.024
H31 4.09617 4.39859 -9.42095  0.096
H32 3.73872 2.89643 -8.63896  0.092
H33 5.37374 3.28040 -8.70010  0.094
H34 5.85595 4.31515 -3.80670  0.098
H35 4.34307 3.48532 -3.41318  0.098
H36 4.43823 5.21601 -3.34996  0.093
C19 9.57576 0.96339 -1.45840  0.018
O19 11.01554 1.30821 -1.29882  -0.016
C20 11.37092 2.60313 -1.22966  -0.600
O20 10.75819 3.57248 -1.53930  0.137
O21 12.59889 2.67039 -0.67548  0.011
C21 13.15553 3.90633 -0.50970  -0.108
H37 9.10594 1.81555 -1.94949  0.083
H38 9.22967 1.11894 -0.43657  0.091
H39 9.39727 -0.02647 -1.87843  0.097
H40 13.66171 3.99092 0.45192  0.094
H41 12.47735 4.73546 -0.30795  0.093
H42 13.83126 4.23886 -1.29768  0.101
C22 -2.26535 5.33195 -3.13910  0.009
O22 -3.19985 6.39355 -2.95555  0.033
C23 -3.67385 6.79856 -1.88678  -0.688
O23 -3.37529 6.36935 -0.75957  0.073
O24 -4.53158 7.77537 -2.11710  0.005
C24 -5.20046 8.49067 -1.02278  -0.009
H43 -2.29162 5.19845 -4.22057  0.100
H44 -2.69664 4.42151 -2.72293  0.101
H45 -1.32662 5.60743 -2.65849  0.105
H46 -5.99785 8.01438 -0.45230  0.094
H47 -5.41209 9.45739 -1.47967  0.093
H48 -4.45180 8.69706 -0.25791  0.085
C25 9.44008 -5.59582 -8.89156  -0.018
O25 8.25522 -5.04920 -8.19733  -0.042
C26 7.44567 -5.89825 -7.47230  -0.583
O26 7.57779 -7.08131 -7.40155  0.144
O27 6.36826 -5.29751 -6.96215  0.008
C27 5.96479 -3.96286 -7.25373  -0.048
H49 10.15394 -6.05900 -8.21039  0.093
H50 9.89889 -4.74762 -9.39970  0.086
H51 9.27868 -6.27664 -9.72733  0.089
H52 4.97155 -3.60344 -6.98466  0.097
H53 6.20360 -3.86593 -8.31282  0.087
H54 6.65925 -3.17586 -6.95967  0.089
C28 7.39727 -5.38852 2.09509  -0.069
O28 7.22123 -6.49532 1.32421  0.045
C29 6.56295 -6.53345 0.24400  -0.630
O29 6.19909 -5.57165 -0.42552  0.107
O30 6.42247 -7.83190 -0.02106  0.007
C30 5.50935 -8.19425 -1.02856  -0.042
H55 6.66872 -5.14578 2.86865  0.098
H56 7.43961 -4.48067 1.49334  0.097
H57 8.34834 -5.44586 2.62449  0.099
H58 4.92253 -9.00963 -0.60558  0.092
H59 6.07696 -8.67265 -1.82671  0.097
H60 4.89117 -7.34701 -1.32544  0.098
C31 -8.91804 -8.43688 3.76662  -0.046
O31 -7.80220 -7.99161 4.54957  -0.039
C32 -6.85064 -7.14583 4.00550  -0.535
O32 -6.76401 -6.79330 2.86448  0.141
O33 -6.15615 -6.71053 5.10761  -0.021
C33 -4.86541 -6.15652 4.87789  -0.054
H61 -8.53292 -9.23304 3.12950  0.096
H62 -9.41107 -7.59981 3.27231  0.095
H63 -9.71314 -8.86618 4.37624  0.087
H64 -4.79721 -5.59653 3.94523  0.092
H65 -4.07243 -6.87306 5.09201  0.096
H66 -4.77078 -5.30029 5.54573  0.089
C34 -5.49542 -2.32766 -5.05503  -0.051
O34 -5.66672 -1.83395 -6.39231  -0.043
C35 -5.58131 -0.46706 -6.69758  -0.576
O35 -5.65484 0.43825 -5.94156  0.160
O36 -5.51940 -0.42036 -8.01623  0.000
C36 -5.18427 0.69922 -8.82069  -0.041
H67 -5.33906 -3.40465 -5.11621  0.088
H68 -6.36521 -2.17275 -4.41661  0.090
H69 -4.60979 -1.87669 -4.60738  0.093
H70 -4.81558 0.34694 -9.78406  0.094
H71 -4.39223 1.31083 -8.38857  0.093
H72 -5.97176 1.43897 -8.96478  0.093
C37 -1.23566 0.45452 1.52446  -0.006
O37 -0.15639 0.50157 0.57517  0.019
C38 -0.19800 -0.13072 -0.54120  -0.674
O38 -1.14278 -0.67324 -1.10858  0.101
O39 0.99091 0.06260 -1.02394  0.007
C39 1.51567 -0.76866 -2.08585  -0.011
H73 -1.21631 -0.47362 2.09566  0.097
H74 -2.14301 0.46437 0.92054  0.092
H75 -1.24024 1.32099 2.18577  0.095
H76 1.62024 -1.77751 -1.68658  0.095
H77 2.52910 -0.43021 -2.30156  0.091
H78 0.91006 -0.78963 -2.99189  0.093
C40 -7.81931 5.81999 4.08122  -0.063
O40 -9.11483 5.35607 3.95907  -0.016
C41 -10.18982 6.13918 3.80847  -0.531
O41 -10.07232 7.36827 3.84698  0.092
O42 -11.29505 5.41680 4.11781  0.009
C42 -12.49388 6.16567 4.12762  -0.069
H79 -7.11069 5.11953 3.63928  0.096
H80 -7.55878 5.98418 5.12682  0.102
H81 -7.76952 6.73128 3.48525  0.093
H82 -13.32016 5.47611 3.95480  0.088
H83 -12.64937 6.84871 3.29253  0.099
H84 -12.73117 6.59472 5.10111  0.100
C43 -8.70949 -2.17687 7.99105  -0.032
O43 -8.07285 -2.14645 6.71764  0.019
C44 -8.55202 -1.50493 5.69540  -0.559
O44 -9.56763 -0.83477 5.69500  0.121
O45 -7.71692 -1.73372 4.59891  -0.024
C45 -8.12930 -1.33962 3.35034  -0.101
H85 -9.15708 -1.22266 8.26893  0.093
H86 -8.06301 -2.50842 8.80361  0.096
H87 -9.59744 -2.80904 7.98989  0.096
H88 -7.36638 -1.52103 2.59329  0.094
H89 -8.15118 -0.25028 3.31942  0.095
H90 -9.09009 -1.76059 3.05404  0.102

Kohn-Sham gap = 0.377 Eh
energy relative to the best compared isomer or geometry (same formula, charge and spin) = 245.7 kcal/mol